[1]
Molecular formula: C13H12BN8OSn
Method: DFT, the ωB97M-V functional and the def2-TZVPD basis

* strongest force on any atom: 0.117 eV Å⁻¹
* LUMO (spin up / spin down): -16.35 / -16.92 eV
* gap between HOMO and LUMO (spin up / spin down): 6.294 / 5.716 eV
* molecular weight: 425.82 Da

The geometry in ORCA input format:
```
! wB97M-V def2-TZVPD RIJCOSX def2/J DEFGRID3
* xyz 4 2
Sn -0.117 -1.898 2.664
C -3.635 -1.556 -0.774
C -2.999 -1.996 0.448
N -1.814 -1.426 0.743
N -1.518 -0.489 -0.282
C -2.597 -0.772 -0.917
B -0.122 0.328 -0.267
N 1.007 -0.674 -0.135
C 1.952 -0.985 -1.065
C 2.767 -1.978 -0.587
C 2.258 -2.276 0.669
N 1.194 -1.505 0.950
N -0.235 1.248 1.034
C -0.332 2.543 1.150
C -0.398 2.872 2.552
C -0.347 1.586 3.205
N -0.248 0.640 2.325
N 0.093 1.241 -1.475
C 1.202 2.020 -1.649
C 1.149 2.664 -2.860
C -0.043 2.248 -3.447
N -0.647 1.405 -2.611
H -4.564 -1.838 -1.254
H -3.445 -2.747 1.095
H -1.539 0.965 -2.774
H 1.997 -0.476 -2.014
H 3.616 -2.427 -1.078
H 2.620 -3.002 1.382
H -0.354 3.223 0.309
H -0.481 3.856 2.999
H -0.379 1.392 4.271
H 1.973 2.052 -0.892
H 1.875 3.344 -3.277
H -0.490 2.502 -4.400
O 1.491 -5.550 3.104
C 1.109 -4.534 2.857
*
```

***

[2]
Molecular formula: C16H21NO3S
Method: DFT, the ωB97M-V functional and the def2-TZVPD basis

* strongest force on any atom: 16.503 eV Å⁻¹
* LUMO: -0.01 eV
* gap between HOMO and LUMO: 7.782 eV
* molecular weight: 307.41 Da

The geometry in ORCA input format:
```
! wB97M-V def2-TZVPD RIJCOSX def2/J DEFGRID3
* xyz 0 1
C 0.519 -5.854 2.295
C -0.422 -5.344 1.181
H -0.403 -6.048 0.235
H -1.391 -5.405 1.608
O 0.052 -4.104 0.797
C 0.769 -4.068 -0.122
O 1.297 -5.011 -0.526
C 1.059 -2.585 -0.672
C -0.285 -1.975 -1.088
H -1.067 -1.982 -0.190
H -0.856 -2.517 -2.071
C -0.084 -0.554 -1.448
N 0.584 0.287 -0.071
C -0.280 1.142 0.548
O 0.433 1.577 1.577
C -1.658 1.572 0.278
H -2.250 0.882 0.206
H -1.993 2.285 1.040
S -1.580 2.631 -1.547
C -1.145 4.134 -0.971
C -0.256 4.445 0.144
C -0.123 5.652 0.419
C -0.336 6.759 -0.583
C -1.070 6.391 -1.635
C -1.169 5.152 -2.188
H -1.842 4.991 -2.866
H -1.035 7.285 -2.253
H 0.020 7.815 -0.481
H 0.498 5.954 1.419
H -0.149 3.764 0.968
C 1.671 -0.327 0.122
C 1.659 -1.817 0.564
H 0.814 -1.878 1.419
H 2.586 -2.203 0.981
H 2.430 -0.219 -0.511
H 1.889 0.252 0.946
H 0.719 -0.302 -2.244
H -1.317 0.006 -1.534
H 1.638 -2.563 -1.457
H 1.472 -6.075 1.783
H 0.474 -5.100 3.213
H 0.126 -7.047 2.716
*
```

***

[3]
Molecular formula: C42H37F2N7O2P2Ti
Method: DFT, the ωB97M-V functional and the def2-TZVPD basis

* strongest force on any atom: 0.848 eV Å⁻¹
* LUMO (spin up / spin down): -2.08 / -2.05 eV
* gap between HOMO and LUMO (spin up / spin down): 7.590 / 7.892 eV
* molecular weight: 819.62 Da

The geometry in ORCA input format:
```
! wB97M-V def2-TZVPD RIJCOSX def2/J DEFGRID3
* xyz 1 2
Ti -0.405 -1.274 -0.108
C 1.558 1.555 4.536
N 1.455 0.969 3.207
C 2.489 0.844 2.324
C 1.975 0.257 1.209
N 0.636 0.016 1.393
C 0.349 0.455 2.617
P -1.245 0.470 3.475
C -2.170 1.730 2.541
N -2.303 1.921 1.239
C -3.098 3.014 1.083
C -3.460 3.500 2.306
N -2.868 2.685 3.227
C -3.013 2.830 4.668
C -1.976 -1.079 2.891
N -2.241 -1.411 1.634
C -3.012 -2.537 1.700
C -3.198 -2.893 3.003
N -2.543 -1.961 3.755
C -2.408 -2.002 5.203
H 2.590 1.855 4.688
H 1.282 0.825 5.293
H 0.918 2.432 4.615
H 3.485 1.173 2.566
H 2.485 -0.028 0.307
H -3.370 3.392 0.111
H -4.073 4.333 2.602
H -3.572 3.742 4.857
H -2.039 2.905 5.146
H -3.560 1.987 5.086
H -3.387 -3.030 0.822
H -3.727 -3.714 3.457
H -3.175 -2.664 5.596
H -2.550 -1.009 5.621
H -1.425 -2.382 5.479
F 2.702 -4.339 3.352
C 1.749 -4.312 2.401
C 1.427 -3.105 1.810
C 0.446 -3.041 0.824
C -0.193 -4.242 0.444
C 0.147 -5.424 1.098
F -0.494 -6.578 0.817
C 1.119 -5.495 2.075
C -1.229 -4.172 -0.611
C -1.729 -5.261 -1.330
C -2.700 -5.051 -2.289
C -3.162 -3.766 -2.538
C -2.598 -2.730 -1.823
N -1.663 -2.930 -0.893
H 1.965 -2.225 2.146
H 1.362 -6.430 2.558
H -1.356 -6.252 -1.136
H -3.091 -5.891 -2.848
H -3.921 -3.561 -3.279
H -2.880 -1.697 -1.987
O 0.389 -1.806 -2.348
C 1.113 -1.160 -1.587
C 2.449 -0.688 -2.065
C 3.440 -1.622 -2.360
C 4.676 -1.195 -2.810
C 4.920 0.160 -2.996
C 3.933 1.092 -2.730
C 2.688 0.688 -2.245
P 1.363 1.861 -1.795
C 2.167 3.472 -2.056
C 2.823 4.047 -0.969
C 3.479 5.261 -1.101
C 3.467 5.925 -2.319
C 2.806 5.369 -3.405
C 2.164 4.146 -3.277
C 0.183 1.760 -3.183
C 0.278 0.854 -4.234
C -0.728 0.778 -5.189
C -1.835 1.608 -5.111
C -1.941 2.521 -4.069
C -0.944 2.590 -3.108
H 3.233 -2.677 -2.230
H 5.450 -1.920 -3.026
H 5.884 0.493 -3.358
H 4.132 2.144 -2.888
H 2.817 3.538 -0.011
H 3.990 5.694 -0.251
H 3.970 6.878 -2.422
H 2.796 5.884 -4.357
H 1.659 3.713 -4.130
H 1.133 0.195 -4.307
H -0.638 0.066 -5.999
H -2.614 1.549 -5.860
H -2.798 3.179 -4.006
H -1.028 3.309 -2.298
O -1.738 0.248 -0.925
H -1.967 0.890 -0.199
H -1.483 0.747 -1.714
*
```

***

[4]
Molecular formula: C9H15N4O2
Method: DFT, the ωB97M-V functional and the def2-TZVPD basis

* strongest force on any atom: 5.564 eV Å⁻¹
* LUMO: -2.65 eV
* gap between HOMO and LUMO: 8.839 eV
* molecular weight: 211.25 Da

The geometry in ORCA input format:
```
! wB97M-V def2-TZVPD RIJCOSX def2/J DEFGRID3
* xyz 1 1
C -0.453 2.749 1.150
C -0.941 1.568 1.621
C -0.195 2.144 -1.083
C -0.130 3.151 -0.144
C -0.850 0.570 0.641
C -0.423 0.884 -0.621
C 0.332 -2.523 -1.170
C -0.838 -1.302 -0.659
C 0.312 4.525 -0.330
N 0.107 -2.871 -2.378
N 1.356 -2.662 -0.379
N -2.115 -1.697 -1.250
N 1.636 -1.601 2.026
O -1.054 -0.838 0.742
O -0.335 -0.262 -1.409
H -0.432 3.691 1.812
H -1.295 1.308 2.576
H 0.005 2.069 -2.207
H 0.174 4.789 -1.376
H -0.055 5.083 0.532
H 1.453 4.506 -0.288
H 0.882 -3.222 -2.935
H -0.739 -2.513 -2.918
H 1.532 -1.995 0.446
H 2.180 -3.218 -0.617
H -2.503 -2.067 -0.355
H -2.585 -0.829 -1.403
H 1.099 -0.794 2.273
H 2.620 -1.387 2.172
H 1.511 -2.347 2.700
*
```